1.
98
Properties=species:S:1:pos:R:3:lowdin_spin:R:1 method="wB97M-V/def2-TZVPD" charge=-1 gap_ev="2.6 / 4.7" multiplicity=2 e_lumo_ev="-0.5 / -0.5"
C -0.324 5.560 -3.233 0.0000
C 0.912 5.580 -3.781 0.0000
C 1.392 6.640 -4.688 0.0000
O 2.433 6.639 -5.332 0.0000
C 0.323 7.717 -4.977 0.0000
C -0.897 7.635 -4.386 0.0000
C -1.342 6.612 -3.500 0.0000
O -2.442 6.422 -2.959 0.0000
O -1.832 8.620 -4.567 0.0000
O 1.857 4.684 -3.345 0.0000
H -0.658 4.816 -2.524 0.0000
H 0.601 8.531 -5.630 0.0000
H -2.640 8.349 -4.124 0.0000
H 2.751 4.866 -3.647 0.0000
C 2.013 4.535 5.447 0.0000
C 1.642 4.738 4.146 0.0000
C 0.583 3.974 3.465 0.0000
O 0.030 4.281 2.403 0.0001
C 0.085 2.845 4.204 0.0000
C 0.431 2.638 5.504 -0.0003
C 1.425 3.458 6.240 0.0000
O 1.777 3.226 7.416 -0.0001
O -0.175 1.669 6.326 -0.0001
O 1.962 5.861 3.447 0.0000
H 2.741 5.270 5.758 0.0000
H -0.741 2.310 3.759 0.0000
H -0.083 1.916 7.249 0.0000
H 1.448 5.817 2.637 0.0000
C -6.258 -1.253 2.740 0.0000
C -5.210 -0.406 2.623 0.0000
C -5.301 0.984 3.148 0.0000
O -4.349 1.746 3.164 0.0000
C -6.554 1.349 3.744 0.0000
C -7.614 0.530 3.833 0.0000
C -7.556 -0.885 3.266 0.0000
O -8.519 -1.647 3.187 0.0000
O -8.854 0.835 4.264 0.0000
O -4.079 -0.740 1.941 0.0000
H -6.148 -2.224 2.281 0.0000
H -6.638 2.400 3.979 0.0000
H -9.292 0.000 4.440 0.0000
H -3.588 0.074 1.810 0.0000
C -0.091 -0.859 -0.137 -0.0041
C 0.493 -1.104 -1.332 0.0085
C 0.900 -0.023 -2.320 0.0046
O 1.182 -0.186 -3.507 0.0109
C 0.602 1.282 -1.795 0.0037
C 0.084 1.548 -0.543 0.0008
C -0.340 0.474 0.425 0.0056
O -0.916 0.675 1.511 0.0019
O -0.123 2.840 -0.060 -0.0002
O 0.716 -2.371 -1.774 0.0038
H -0.380 -1.712 0.458 -0.0003
H 0.792 2.099 -2.476 0.0001
H -0.529 2.793 0.808 0.0000
H 1.021 -2.283 -2.681 0.0000
C 0.896 -4.624 -5.934 0.0000
C 0.695 -4.949 -7.251 0.0000
C 1.293 -4.131 -8.336 0.0000
O 1.123 -4.354 -9.565 0.0000
C 1.992 -2.988 -7.925 0.0000
C 2.224 -2.700 -6.619 0.0000
C 1.739 -3.521 -5.473 0.0000
O 1.969 -3.362 -4.290 0.0000
O 2.774 -1.543 -6.274 0.0000
O -0.196 -5.874 -7.653 0.0000
H 0.372 -5.241 -5.218 0.0000
H 2.422 -2.366 -8.696 0.0000
H 2.918 -1.497 -5.326 0.0000
H -0.244 -5.866 -8.611 0.0000
C 2.626 -2.568 3.696 0.0323
C 2.558 -1.951 2.475 0.0970
C 2.580 -0.490 2.297 0.1419
O 2.676 0.120 1.182 0.1957
C 2.641 0.219 3.578 0.0085
C 2.675 -0.426 4.765 0.1056
C 2.740 -1.890 4.959 0.1141
O 2.719 -2.477 6.044 0.2110
O 2.735 0.366 5.893 0.0330
O 2.380 -2.649 1.300 0.0283
H 2.547 -3.644 3.744 -0.0004
H 2.514 1.291 3.579 -0.0018
H 2.706 -0.281 6.602 -0.0001
H 2.525 -1.983 0.624 0.0000
C 0.256 -5.186 -0.661 0.0000
C -0.102 -5.173 0.648 0.0000
C 0.785 -5.725 1.685 0.0000
O 0.475 -5.557 2.834 0.0000
C 2.098 -6.258 1.297 0.0000
C 2.442 -6.198 -0.034 0.0000
C 1.584 -5.726 -1.153 0.0000
O 1.893 -5.841 -2.328 0.0000
O 3.690 -6.624 -0.453 0.0000
O -1.233 -4.622 1.098 0.0000
H -0.389 -4.799 -1.436 0.0000
H 2.783 -6.654 2.033 0.0000
H 3.778 -6.482 -1.398 0.0000
H -1.382 -4.922 1.998 0.0000

=====

2.
6
Properties=species:S:1:pos:R:3:nbo_charge:R:1 method="wB97M-V/def2-TZVPD" charge=+2 gap_ev=6.4 multiplicity=1 e_lumo_ev=-11.4
O 0.478 0.402 -1.702 -0.4476
C 0.783 -0.193 -0.707 0.5851
H 1.283 0.354 0.372 0.3067
O -0.092 -0.258 0.605 -1.2761
K -2.133 0.952 -0.773 0.9866
Mg -0.319 -1.256 2.206 1.8454

=====

3.
59
Properties=species:S:1:pos:R:3:nbo_charge:R:1 method="wB97M-V/def2-TZVPD" gap_ev=8.3 multiplicity=1 de_lowest_kj_mol=127.5 e_lumo_ev=-0.4
C 4.267 2.651 -1.421 -0.6037
C 3.438 1.398 -1.696 -0.2298
C 4.196 0.144 -1.269 -0.6105
C 2.109 1.507 -0.933 -0.2261
N 1.242 0.354 -1.124 -0.4396
C 0.536 0.173 -2.276 0.5379
N 0.685 1.035 -3.288 -0.7727
C -0.343 -0.906 -2.389 -0.4602
C -1.360 -0.867 -3.429 0.5880
O -1.224 -0.304 -4.503 -0.5924
C -2.713 -1.459 -3.035 -0.1690
O -2.961 -1.241 -1.652 -0.4974
C -2.727 0.000 -1.210 0.7893
O -2.630 0.955 -1.948 -0.5980
C -2.422 0.079 0.244 -0.0950
C -1.693 1.185 0.618 -0.2061
C -1.148 1.276 1.917 0.2408
C -0.335 2.443 2.294 -0.2845
C -0.073 2.710 3.753 -0.4004
C 1.031 2.200 2.897 -0.3953
N -1.310 0.318 2.795 -0.4459
C -2.049 -0.759 2.480 0.2360
C -2.207 -1.750 3.472 -0.2129
C -2.951 -2.868 3.222 -0.2014
C -3.577 -3.034 1.977 -0.2109
C -3.441 -2.095 0.991 -0.1709
C -2.661 -0.943 1.203 -0.1152
C -0.342 -1.954 -1.395 0.6947
O -0.917 -3.019 -1.486 -0.6185
N 0.447 -1.682 -0.268 -0.4711
C 0.462 -2.657 0.810 -0.4191
C 1.177 -0.549 -0.059 0.8215
O 1.760 -0.338 0.980 -0.6248
H 3.731 3.549 -1.721 0.2043
H 5.202 2.612 -1.973 0.2173
H 4.498 2.724 -0.361 0.2074
H 3.241 1.333 -2.771 0.1996
H 5.168 0.109 -1.754 0.2145
H 4.342 0.137 -0.192 0.2171
H 3.647 -0.753 -1.545 0.2091
H 2.316 1.546 0.140 0.2619
H 1.570 2.418 -1.210 0.1926
H 1.054 1.957 -3.133 0.3980
H 0.039 0.879 -4.066 0.4507
H -2.715 -2.542 -3.164 0.2441
H -3.483 -0.990 -3.656 0.2164
H -1.511 1.965 -0.107 0.2372
H -0.440 3.292 1.629 0.2184
H -0.526 2.023 4.449 0.2371
H -0.047 3.739 4.080 0.2140
H 1.335 1.171 3.003 0.2430
H 1.826 2.876 2.617 0.2099
H -1.728 -1.585 4.424 0.2245
H -3.071 -3.625 3.982 0.2160
H -4.175 -3.916 1.799 0.2163
H -3.931 -2.233 0.042 0.2352
H 1.447 -3.118 0.880 0.2069
H 0.234 -2.161 1.753 0.2232
H -0.289 -3.409 0.581 0.2482

=====

4.
20
Properties=species:S:1:pos:R:3:nbo_charge:R:1 method="wB97M-V/def2-TZVPD" gap_ev=9.1 multiplicity=1 de_lowest_kj_mol=142.8 e_lumo_ev=1.0
C -1.854 0.621 -0.940 -0.4154
C -0.922 0.020 -0.203 0.0028
C -1.158 -0.252 1.324 -0.4165
C -0.557 0.861 2.175 -0.6004
C 0.412 -0.319 -0.668 0.1422
C 0.788 -0.021 -2.099 -0.6749
N 1.178 -0.839 0.224 -0.2214
N 2.493 -1.053 0.049 -0.6244
H -1.686 0.950 -1.952 0.1928
H -2.838 0.810 -0.541 0.1991
H -2.238 -0.290 1.469 0.1967
H -0.737 -1.212 1.615 0.2233
H 0.522 0.885 2.053 0.2143
H -0.788 0.700 3.227 0.2044
H -0.961 1.827 1.877 0.2009
H 1.766 -0.423 -2.358 0.2028
H 0.052 -0.455 -2.774 0.2310
H 0.809 1.056 -2.262 0.2304
H 2.878 -1.104 -0.891 0.3404
H 2.842 -1.761 0.678 0.3717

=====

5.
19
Properties=species:S:1:pos:R:3:nbo_charge:R:1 method="wB97M-V/def2-TZVPD" gap_ev="8.2 / 8.1" multiplicity=1 de_lowest_kj_mol=456.4 e_lumo_ev="-1.6 / -2.3"
C 0.609 -0.492 0.407 0.0071
C -0.930 0.024 0.475 0.0644
C 0.018 1.811 -0.769 0.1330
C 1.376 0.816 0.207 0.5999
C -1.979 -0.844 -0.295 -0.0881
O -0.998 1.357 -0.092 -0.5026
O 0.824 -1.398 -0.567 -0.7270
O -1.714 -2.172 0.066 -0.7223
O 1.517 1.674 1.147 -0.2725
F 2.452 0.605 -0.637 -0.3584
F 2.192 1.033 2.576 -0.3048
Br 0.203 1.163 -2.567 0.0929
H 1.052 -0.884 1.407 0.2304
H -1.092 0.024 1.573 0.2284
H 0.466 2.722 -0.410 0.2403
H -1.838 -0.793 -1.466 0.1764
H -3.048 -0.603 -0.086 0.2058
H 1.707 -1.758 -0.677 0.5131
H -0.818 -2.286 -0.293 0.4841